Record 1
{"formula": "C5H4", "method": "ωB97M-V/def2-TZVPD", "energy_ev": -5244.6546, "e_above_lowest_kcal_mol": 35.5, "homo_energy_ev": -9.041, "homo_lumo_gap_ev": 9.7455, "lumo_ha": 0.026, "smiles": "C#CC#CC", "elements": ["C", "C", "C", "C", "C", "H", "H", "H", "H"], "xyz": [[2.708, 0.208, 0.062], [1.960, 0.505, -0.836], [0.594, 0.344, -1.021], [-0.479, -0.016, -0.601], [-1.697, -0.210, 0.171], [2.933, -0.126, 1.043], [-1.630, -1.060, 0.863], [-2.579, -0.340, -0.456], [-1.812, 0.695, 0.776]], "mulliken_charge": [-0.14, -0.43, 0.11, 0.29, -0.95, 0.33, 0.27, 0.27, 0.25]}

=====

Record 2
{"formula": "C5H40N2O14", "method": "ωB97M-V/def2-TZVPD", "energy_ev": -37478.2741, "e_above_lowest_kcal_mol": 118.5, "homo_energy_ev": -9.110, "homo_lumo_gap_ev": 8.9122, "lumo_ha": -0.007, "elements": ["C", "N", "C", "O", "C", "C", "N", "C", "H", "H", "H", "H", "H", "H", "H", "H", "H", "H", "H", "H", "H", "H", "H", "H", "O", "H", "H", "O", "H", "H", "O", "H", "H", "O", "H", "H", "O", "H", "H", "O", "H", "H", "O", "H", "H", "O", "H", "H", "O", "H", "H", "O", "H", "H", "O", "H", "H", "O", "H", "H", "O"], "xyz": [[-1.130, 2.169, -1.702], [-0.712, 1.591, -0.451], [0.762, 1.533, -0.200], [0.972, 1.046, 1.107], [-1.259, 1.178, -2.934], [0.074, 0.884, -3.694], [-1.987, -0.024, -2.525], [-2.853, -0.530, -3.603], [-2.168, 2.566, -1.687], [-0.618, 3.124, -1.981], [-1.251, 1.992, 0.315], [1.003, 2.615, -0.029], [1.340, 1.051, -0.981], [0.659, 0.135, 1.206], [-1.900, 1.754, -3.651], [0.216, -0.196, -3.823], [0.863, 1.297, -3.118], [-0.002, 1.141, -4.717], [-2.412, 0.159, -1.642], [-3.284, -1.557, -3.387], [-2.295, -0.548, -4.507], [-3.729, 0.161, -3.727], [2.565, -2.079, -4.444], [0.376, -0.635, -1.697], [2.347, -2.539, -3.632], [-0.062, 2.016, 2.611], [-0.374, 1.392, 3.986], [-0.717, 2.086, 3.338], [-4.054, -2.060, 1.771], [-4.447, -0.626, 1.829], [-4.813, -1.503, 1.566], [2.961, -2.240, 2.715], [2.779, -2.082, 1.045], [2.534, -2.470, 1.895], [0.721, -1.720, 2.522], [-0.935, -1.679, 2.638], [-0.087, -1.381, 2.922], [1.787, 2.297, 2.200], [2.432, 3.447, 1.524], [2.698, 2.743, 2.103], [-1.374, 0.306, 4.712], [-0.218, -0.719, 4.618], [-0.458, 0.158, 5.035], [2.809, -1.152, -0.992], [1.460, -1.771, -2.129], [1.176, -1.116, -1.519], [1.792, -3.656, 2.957], [1.015, -3.246, 4.077], [1.544, -4.038, 3.848], [-3.295, 2.500, 2.179], [-2.097, 1.651, 2.425], [-2.949, 1.652, 1.914], [4.040, -1.763, -1.629], [1.770, -3.321, -3.645], [3.758, -1.356, -0.815], [-1.444, -1.244, 0.546], [-2.748, -0.563, 0.899], [-2.214, -1.338, 1.130], [3.952, 0.771, -1.128], [3.891, 2.089, -0.433], [3.589, 1.651, -1.210]], "mulliken_charge": [-1.35, 0.48, -0.72, -0.04, 0.18, -1.47, 0.00, -1.06, 0.44, 0.32, 0.01, 0.45, 0.30, 0.06, 0.58, 0.35, 0.29, 0.42, 0.09, 0.28, 0.40, 0.30, 0.29, 0.14, -0.63, 0.48, 0.54, -0.87, 0.33, 0.34, -0.67, 0.35, 0.23, -0.72, 0.26, 0.35, -0.57, 0.23, 0.34, -0.68, 0.34, 0.37, -0.77, 0.47, 0.38, -0.69, 0.43, 0.35, -0.67, 0.28, 0.38, -0.66, 0.30, 0.30, -0.75, 0.20, 0.36, -0.67, 0.33, 0.31, -0.63]}

=====

Record 3
{"formula": "C5H40NO15", "method": "ωB97M-V/def2-TZVPD", "energy_ev": -38034.2719, "e_above_lowest_kcal_mol": 178.4, "charge": -1, "homo_energy_ev": -6.263, "homo_lumo_gap_ev": 8.4796, "lumo_ha": 0.081, "elements": ["C", "O", "C", "C", "C", "C", "N", "H", "H", "H", "H", "H", "H", "H", "H", "H", "H", "H", "H", "H", "H", "O", "H", "H", "O", "H", "H", "O", "H", "H", "O", "H", "H", "O", "H", "H", "O", "H", "H", "O", "H", "H", "O", "H", "H", "O", "H", "H", "O", "H", "H", "O", "H", "H", "O", "H", "H", "O", "H", "H", "O"], "xyz": [[0.026, 1.802, -1.352], [-1.123, 1.918, -0.668], [0.779, 0.571, -0.802], [1.477, 0.954, 0.543], [2.681, -0.033, 0.888], [3.149, 0.254, 2.287], [-0.239, -0.536, -0.665], [0.526, 2.727, -1.171], [-0.290, 1.825, -2.423], [1.673, 0.350, -1.443], [0.803, 1.014, 1.245], [1.948, 1.932, 0.312], [3.335, -0.186, -0.023], [2.289, -1.000, 0.968], [2.466, -0.180, 2.987], [3.326, 1.168, 2.696], [4.072, -0.338, 2.422], [-0.268, -0.857, 0.277], [-1.149, -0.080, -0.936], [-2.329, 4.184, -1.791], [-1.177, 3.486, -1.532], [-1.403, 4.393, -1.889], [2.506, -2.991, 2.727], [3.649, -2.208, 2.272], [3.076, -2.370, 3.013], [0.741, -3.936, 0.777], [1.074, -3.292, 1.993], [1.137, -4.153, 1.690], [0.478, -4.564, -1.765], [1.142, -3.187, -1.725], [1.088, -4.066, -1.253], [-2.253, -1.096, -2.205], [-2.809, 0.097, -3.252], [-2.391, -0.837, -3.145], [-2.137, -3.108, -1.510], [-1.397, -2.538, -2.768], [-1.528, -3.267, -2.324], [-3.155, -2.257, 1.988], [-2.351, -0.969, 2.096], [-2.916, -1.518, 1.497], [-1.315, -0.127, 3.753], [-1.728, 1.061, 3.002], [-2.194, 0.160, 3.292], [0.308, 2.115, 3.164], [0.104, 3.657, 3.313], [0.403, 2.852, 3.870], [2.131, -1.066, -3.429], [2.180, -2.443, -3.057], [2.488, -1.667, -2.693], [-1.203, 1.898, 0.652], [-2.366, 2.960, 1.762], [-1.688, 2.210, 1.753], [-3.688, 1.701, -1.734], [-2.226, 1.376, -2.047], [-3.037, 1.699, -2.478], [-4.292, 0.927, 1.392], [-3.660, 0.604, 0.073], [-4.377, 0.991, 0.393], [2.716, 0.637, -2.978], [3.328, 2.057, -3.297], [3.589, 1.291, -2.746]], "mulliken_charge": [-0.80, -0.33, 1.42, -1.20, 0.04, -1.60, 0.12, 0.58, 0.27, -0.84, 0.24, 0.40, 0.34, 0.07, 0.47, 0.50, 0.37, 0.14, -0.26, 0.31, 0.34, -0.79, 0.25, 0.33, -0.58, 0.35, 0.31, -0.68, 0.28, 0.35, -0.62, 0.16, 0.42, -0.75, 0.29, 0.33, -0.53, 0.24, 0.35, -0.57, 0.35, 0.33, -0.73, 0.27, 0.35, -0.70, 0.36, 0.26, -0.58, 0.31, 0.13, -0.72, 0.39, 0.20, -0.86, 0.34, 0.29, -0.66, 0.25, 0.32, -0.59]}

=====

Record 4
{"formula": "C5H41N3O13", "method": "ωB97M-V/def2-TZVPD", "energy_ev": -36938.4888, "e_above_lowest_kcal_mol": 72.2, "homo_energy_ev": -9.093, "homo_lumo_gap_ev": 9.2316, "lumo_ha": 0.005, "elements": ["N", "C", "C", "N", "C", "C", "C", "N", "H", "H", "H", "H", "H", "H", "H", "H", "H", "H", "H", "H", "H", "H", "H", "H", "H", "O", "H", "H", "O", "H", "H", "O", "H", "H", "O", "H", "H", "O", "H", "H", "O", "H", "H", "O", "H", "H", "O", "H", "H", "O", "H", "H", "O", "H", "H", "O", "H", "H", "O", "H", "H", "O"], "xyz": [[2.514, -0.326, 2.828], [1.455, -1.188, 2.330], [0.082, -0.481, 2.406], [0.018, 0.536, 1.335], [-2.045, 1.707, 2.408], [-1.325, 1.213, 1.159], [-1.193, 2.246, 0.028], [-2.443, 2.379, -0.780], [3.047, 0.247, 2.188], [2.368, 0.127, 3.715], [1.788, -1.467, 1.322], [1.439, -1.995, 3.075], [-0.752, -1.142, 2.232], [0.003, 0.045, 3.397], [0.708, 1.267, 1.501], [-3.130, 1.712, 2.245], [-1.696, 2.691, 2.759], [-1.891, 1.031, 3.270], [-1.948, 0.376, 0.860], [-1.003, 3.173, 0.570], [-0.347, 2.112, -0.639], [-2.091, 2.884, -1.591], [-3.125, 3.031, -0.392], [0.218, 0.984, -2.822], [1.146, 0.630, -1.692], [0.936, 1.362, -2.298], [3.074, -0.449, -1.935], [4.148, -1.143, -0.993], [3.748, -0.300, -1.248], [-0.145, -0.227, -0.439], [-0.555, -1.752, -0.831], [-0.140, -0.909, -1.153], [-2.605, 0.829, -1.697], [-1.898, -0.539, -1.559], [-2.513, -0.048, -2.133], [2.744, 1.157, 0.021], [3.972, 2.067, 0.136], [3.015, 2.063, 0.225], [2.476, 2.549, 2.364], [3.288, 3.702, 2.081], [3.256, 2.984, 2.719], [-3.147, -2.618, -3.241], [-3.419, -1.555, -2.325], [-3.600, -2.525, -2.386], [-0.615, -1.192, -3.438], [-0.441, -1.627, -4.964], [-0.176, -1.791, -4.059], [-1.975, -2.837, 1.763], [-3.077, -3.130, 2.707], [-2.145, -2.904, 2.707], [0.552, -4.557, 0.569], [0.555, -3.088, 1.144], [0.473, -3.622, 0.351], [1.505, -1.597, -2.056], [1.522, -1.854, -3.459], [2.170, -1.833, -2.719], [0.022, 4.476, -1.360], [1.525, 3.806, -1.073], [0.951, 4.567, -1.144], [-2.219, -3.207, -1.288], [-1.148, -3.319, -0.222], [-1.910, -2.732, -0.478]], "mulliken_charge": [-0.45, -1.07, -0.11, 0.21, -1.67, 0.83, -0.55, -0.61, 0.19, 0.27, 0.24, 0.27, 0.22, 0.39, -0.16, 0.43, 0.35, 0.42, -0.07, 0.59, 0.04, 0.28, 0.24, 0.39, -0.09, -0.64, 0.37, 0.28, -0.64, -0.23, 0.18, 0.66, 0.42, 0.38, -0.86, 0.11, 0.26, -0.42, 0.32, 0.31, -0.67, 0.33, 0.32, -0.73, 0.32, 0.27, -0.68, 0.31, 0.30, -0.65, 0.27, 0.27, -0.65, 0.12, 0.48, -0.78, 0.30, 0.33, -0.63, 0.35, 0.39, -0.69]}

=====

Record 5
{"formula": "C5H41N3O13", "method": "ωB97M-V/def2-TZVPD", "energy_ev": -36937.6096, "e_above_lowest_kcal_mol": 92.4, "homo_energy_ev": -8.851, "homo_lumo_gap_ev": 8.8034, "lumo_ha": -0.002, "elements": ["C", "N", "C", "N", "C", "C", "N", "C", "H", "H", "H", "H", "H", "H", "H", "H", "H", "H", "H", "H", "H", "H", "H", "H", "H", "O", "H", "H", "O", "H", "H", "O", "H", "H", "O", "H", "H", "O", "H", "H", "O", "H", "H", "O", "H", "H", "O", "H", "H", "O", "H", "H", "O", "H", "H", "O", "H", "H", "O", "H", "H", "O"], "xyz": [[0.638, 0.684, 0.808], [1.148, -0.589, 0.268], [1.943, -0.450, -0.954], [2.626, -1.705, -1.201], [-0.609, 1.272, 0.039], [-1.122, 2.545, 0.699], [-1.705, 0.275, 0.078], [-2.514, 0.293, -1.160], [0.173, 0.407, 1.892], [1.378, 1.514, 0.899], [0.372, -1.241, 0.246], [2.693, 0.372, -0.876], [1.267, -0.209, -1.814], [3.443, -1.757, -0.617], [2.008, -2.487, -1.078], [-0.343, 1.346, -1.021], [-2.025, 2.230, 1.219], [-0.387, 2.938, 1.443], [-1.316, 3.343, -0.022], [-1.293, -0.646, 0.268], [-3.163, 1.206, -1.097], [-3.244, -0.551, -1.082], [-2.018, 0.281, -2.139], [1.613, -0.589, 3.314], [1.990, -1.166, 2.006], [2.076, -1.368, 2.955], [0.108, 2.119, 3.387], [-0.512, 1.064, 4.298], [0.319, 1.515, 4.106], [0.021, 0.691, -4.955], [-0.173, 0.079, -3.613], [-0.035, 0.974, -4.035], [0.647, -2.077, -2.931], [-0.448, -1.840, -1.942], [-0.089, -1.474, -2.800], [2.675, 4.665, -1.210], [2.364, 4.107, 0.011], [3.135, 4.570, -0.338], [-1.214, -2.525, 0.446], [0.241, -3.267, 0.193], [-0.466, -2.719, -0.187], [-3.730, -0.809, 1.126], [-3.348, 0.602, 1.185], [-3.687, -0.090, 1.768], [-0.468, 3.571, -3.963], [-1.096, 2.432, -3.144], [-1.200, 3.374, -3.375], [-2.825, -0.901, 4.386], [-2.629, 0.000, 3.193], [-2.140, -0.586, 3.795], [1.465, -4.410, -1.710], [0.203, -4.352, -2.398], [1.026, -3.851, -2.358], [0.879, 3.206, -2.110], [0.412, 4.634, -2.284], [1.206, 4.101, -2.208], [1.481, -3.056, 2.483], [2.132, -4.031, 1.645], [1.337, -3.445, 1.569], [-1.516, -1.549, 2.701], [-0.590, -2.813, 2.472], [-1.383, -2.380, 2.148]], "mulliken_charge": [-0.70, 0.86, -0.62, -0.56, 1.95, -1.40, 0.74, -0.93, -0.26, 0.41, -0.31, 0.47, 0.13, 0.26, 0.07, -0.72, 0.10, 0.38, 0.33, -0.80, 0.34, 0.35, 0.17, 0.34, 0.48, -0.80, 0.35, 0.32, -0.66, 0.28, 0.34, -0.59, 0.32, 0.25, -0.72, 0.41, 0.30, -0.66, 0.35, 0.25, -0.56, 0.30, 0.39, -0.76, 0.33, 0.35, -0.71, 0.31, 0.34, -0.72, 0.29, 0.31, -0.62, 0.34, 0.35, -0.74, 0.29, 0.24, -0.63, 0.45, 0.31, -0.70]}

=====

Record 6
{"formula": "C5H41NO15", "method": "ωB97M-V/def2-TZVPD", "energy_ev": -38048.1982, "e_above_lowest_kcal_mol": 181.0, "homo_energy_ev": -9.357, "homo_lumo_gap_ev": 9.3032, "lumo_ha": -0.002, "elements": ["C", "C", "C", "C", "C", "N", "H", "H", "H", "H", "H", "H", "H", "H", "H", "H", "H", "H", "H", "O", "H", "H", "O", "H", "H", "O", "H", "H", "O", "H", "H", "O", "H", "H", "O", "H", "H", "O", "H", "H", "O", "H", "H", "O", "H", "H", "O", "H", "H", "O", "H", "H", "O", "H", "H", "O", "H", "H", "O", "H", "H", "O"], "xyz": [[-0.044, -0.999, 2.872], [-0.799, 0.164, 2.295], [-0.553, 1.515, 3.023], [-0.482, 2.723, 2.364], [-0.452, 3.980, 3.178], [-0.100, -2.097, 1.938], [-0.415, -1.513, 3.837], [0.846, -0.529, 3.237], [-1.841, -0.034, 2.349], [-0.486, 0.321, 1.275], [-0.541, 1.602, 4.102], [-0.712, 2.748, 1.302], [-1.425, 4.169, 3.718], [0.076, 4.894, 2.628], [0.351, 3.816, 3.962], [0.503, -2.215, 1.287], [-0.400, -2.921, 2.448], [0.379, -3.367, -4.702], [-0.536, -3.536, -3.578], [0.354, -3.304, -3.769], [2.566, -1.653, 0.826], [2.934, -2.173, -0.583], [2.619, -2.491, 0.374], [-2.460, -0.295, -2.378], [-1.161, -1.048, -2.232], [-1.644, -0.478, -2.788], [0.182, 1.438, -1.585], [1.201, 0.448, -1.384], [1.088, 1.422, -1.627], [4.222, 0.119, 0.187], [4.541, 0.987, -1.203], [3.901, 0.351, -0.764], [-5.766, 0.327, -0.061], [-4.205, 0.033, -0.078], [-5.169, -0.310, -0.263], [-0.725, -2.649, -0.814], [-1.568, -2.811, 0.616], [-1.590, -3.097, -0.355], [2.940, -0.515, 1.604], [3.259, 0.874, 2.005], [3.548, 0.027, 2.107], [-4.222, -0.676, 3.026], [-2.701, -0.391, 3.319], [-3.567, -0.639, 3.610], [1.991, -0.136, -4.323], [1.224, 0.367, -3.009], [1.139, -0.127, -3.773], [-4.234, 2.292, -1.385], [-3.790, 3.419, -0.609], [-3.944, 2.483, -0.529], [0.792, -2.278, -0.836], [1.044, -2.078, -2.422], [0.741, -1.680, -1.631], [3.701, -2.282, -2.508], [3.585, -0.858, -1.670], [3.103, -1.704, -2.093], [1.430, 2.844, 1.173], [1.487, 2.009, 0.102], [1.950, 2.107, 0.888], [0.040, 0.801, -4.204], [-1.493, 1.094, -4.174], [-0.711, 1.511, -4.321]], "mulliken_charge": [-0.77, 0.67, -0.32, -0.61, -1.25, -0.26, 0.24, 0.37, 0.07, -0.26, 0.35, 0.74, 0.32, 0.28, 0.32, 0.15, 0.27, 0.24, 0.27, -0.56, 0.18, 0.45, -0.75, 0.25, 0.15, -0.50, 0.33, 0.20, -0.94, 0.37, 0.30, -0.63, 0.30, 0.31, -0.62, 0.26, 0.38, -0.70, 0.42, 0.25, -0.66, 0.29, 0.12, -0.68, 0.30, 0.42, -0.59, 0.31, 0.26, -0.56, 0.19, 0.33, -0.20, 0.21, 0.43, -0.60, 0.29, 0.34, -0.47, 0.44, 0.26, -0.71]}